1.
C28H22BrFN8NiO6S | wB97M-V/def2-TZVPD

Geometry as ORCA input:
```
! wB97M-V def2-TZVPD RIJCOSX def2/J DEFGRID3
* xyz 0 3
H 6.09438 0.89716 2.01603
O 2.47522 -1.20596 -5.01157
H 2.03793 0.38198 4.50670
C 0.72115 1.71655 -4.04839
C -0.22817 1.45392 5.37342
Ni 0.34993 0.54235 0.73737
N -1.36815 1.83688 1.03861
F 0.70667 3.85897 -4.95774
C 2.07827 -0.05900 -4.95942
C -3.25491 3.23172 1.25829
H -3.28294 -3.52874 -3.30271
H -1.89833 -0.48511 3.14705
H -0.37693 -5.43166 -4.25007
C -0.36268 -3.55122 -0.77348
C 4.59351 1.18146 0.50856
C 4.10128 0.67719 2.78797
N 0.49496 0.69301 3.16416
O -2.73433 -1.94027 1.59954
H 1.12987 -1.48595 -3.19889
C -4.03555 2.13475 0.91178
C 2.13468 2.23665 -5.96393
N 2.50758 0.89891 -5.86363
H -5.11711 2.22039 0.88163
O 1.32229 -0.92657 -0.76550
C 0.90087 -0.09988 -1.58812
C -0.47195 0.73068 4.20787
N -1.29971 -5.16155 -3.95160
C -2.46306 -3.53176 -2.59282
H -3.38660 -2.10821 -1.28891
C -2.39576 0.86423 6.18934
Br -3.71459 0.96289 7.54186
C 5.03653 0.91588 1.79051
N -3.53483 0.94662 0.58402
H 3.17116 0.56735 -6.54647
C -1.88819 3.02672 1.31246
H 2.82165 1.36143 -0.73007
H 0.69781 2.00371 5.49176
N -1.48048 -0.22311 0.20949
H -1.01084 2.09168 7.26920
H -3.59670 -0.36478 4.90017
H 0.01248 1.97568 -3.27621
C -2.21029 0.85062 0.63568
O 0.57000 1.07677 -1.22802
N 2.33389 0.94362 1.20949
C 1.15498 2.59958 -4.94851
S -1.53566 -1.68557 0.84113
H 0.46125 -3.51999 -0.07505
C -2.65462 0.15035 5.03054
H 4.39966 0.47228 3.80777
O 2.59237 2.96941 -6.81084
C -1.34576 -4.34186 -2.83067
H -0.42308 -0.63865 -3.16240
H 0.56791 -4.96884 -2.07850
O -0.26086 -1.81848 1.54581
C 3.22948 1.17663 0.25550
C -1.69605 0.09525 4.03219
C -2.52335 -2.74278 -1.46230
H -3.69463 4.19119 1.48756
C -0.30275 -4.34690 -1.90407
H -1.19547 3.80545 1.60924
C 1.71299 0.55998 3.48130
C -1.19138 1.52146 6.36865
C 0.65611 -0.52881 -3.02716
H 5.28476 1.38174 -0.29799
C -1.47163 -2.75049 -0.55302
N 1.18058 0.41206 -4.02008
H -1.88417 -4.87846 -4.71992
C 2.75929 0.70946 2.45537
*
```

Properties
Highest occupied orbital energy (spin up / spin down), eV: -8.2 / -8.2
F_max, hartree/bohr: 0.0141

2.
C28H22Cl2IrN2O3P | wB97M-V/def2-TZVPD

Geometry as ORCA input:
```
! wB97M-V def2-TZVPD RIJCOSX def2/J DEFGRID3
* xyz 3 2
C 1.73059 -0.12660 1.73838
H 3.11563 2.60019 -3.16367
Cl 0.90190 3.63209 0.03059
H -1.14721 4.66106 0.76422
C 2.48566 -2.29167 5.19378
Cl 0.38458 5.27530 2.43351
C -0.24203 3.07027 -3.52690
C -2.87075 1.38159 0.37064
H -5.91428 -0.96426 -2.05678
C 0.47219 -1.73018 -1.18753
P -0.39687 -0.20284 -1.16113
H 1.65042 -1.32908 -2.96150
C 1.42475 -2.02837 -2.16815
C 3.57758 -2.13186 4.34313
H 2.77513 -3.51449 -2.90647
C 1.10418 -1.08169 3.70140
C 2.05431 2.42569 -3.04940
H -5.22662 0.76382 -0.44700
C 1.13372 3.27719 -3.65853
C -0.12485 5.00730 0.81965
H -4.20701 -2.39102 -3.14599
C 1.73265 -4.18533 -1.15510
H -1.85043 2.11350 2.68982
H -3.73338 1.82455 0.86119
Ir 0.18582 1.30339 0.40707
H 2.32271 0.71274 -1.80165
C -3.12621 0.38309 -0.65510
H -0.93880 3.72849 -4.02820
H 0.09652 5.84313 0.16489
H 2.61633 -2.83464 6.12076
C 1.60981 1.36053 -2.29675
N -1.73087 1.76521 0.81461
H -1.82480 -2.06375 -2.64658
C -2.15462 -0.42703 -1.29032
H -1.77206 1.82124 -2.71693
C 1.22644 -1.76124 4.88842
C -2.55846 -1.42570 -2.16911
H 0.38847 -1.87864 5.56260
O -1.19354 -0.18170 3.56333
C 3.46118 -1.43469 3.14433
C 2.21283 -0.91989 2.83476
H 1.49124 4.11023 -4.25104
H 4.31120 -1.29556 2.49024
H 0.52512 -4.62546 0.56877
C -3.91100 -1.61471 -2.45301
O 2.16102 0.41841 0.68725
C 2.04996 -3.26427 -2.14426
C -4.47159 0.16621 -0.94297
C -0.70769 2.00835 -2.78649
C 0.77794 -3.89097 -0.18378
C -4.86335 -0.81773 -1.84630
C -0.09337 -0.37871 3.15503
H -0.62495 -2.44491 0.54147
N 0.38935 0.15170 1.90423
C 0.21460 1.13464 -2.15977
H 2.22092 -5.15103 -1.14802
C 0.13926 -2.66615 -0.19692
O -1.79330 2.66419 1.88514
H 4.53401 -2.54991 4.62613
*
```

Properties
Highest occupied orbital energy (spin up / spin down), eV: -17.8 / -17.9
F_max, hartree/bohr: 0.0095

3.
C28H22Cl5N3O4S2W | wB97M-V/def2-TZVPD

Geometry as ORCA input:
```
! wB97M-V def2-TZVPD RIJCOSX def2/J DEFGRID3
* xyz -2 1
C -0.33968 0.32398 5.15054
H 1.21618 3.76763 5.53601
Cl 1.80303 -1.17138 -4.18104
Cl 2.06274 1.06178 0.55389
O -0.17691 1.23353 -1.68905
C -3.42366 -3.53365 1.93900
H -4.46094 0.75617 3.74481
O 4.27392 -1.48967 0.36089
H 1.57276 3.01606 2.26867
C 0.37108 0.88057 4.06857
C -1.61271 -1.59284 -1.46090
C -2.46576 1.04035 1.65371
O 2.77807 -1.46517 2.27038
S 1.50432 -2.33652 -0.20360
H -4.20623 3.20331 -0.95895
C -2.33144 -2.71387 2.13991
C -3.71867 2.59496 -0.20263
H -0.12236 2.86573 7.35442
N 0.41627 0.12478 2.88442
C -1.89092 1.03524 0.37280
C -3.91548 -3.71707 0.65164
S 3.19723 -2.18441 1.05497
C -3.58300 1.78697 2.04847
H -4.76890 -4.35798 0.46798
C 0.01539 2.28325 6.45173
Cl 4.73200 -0.26186 -4.84856
H -3.63625 -3.23974 -1.41130
H 2.23818 3.66346 3.73666
C 4.75095 0.93041 -2.42032
H -4.88740 2.46377 3.61362
H -2.57322 -0.53367 2.92371
C 2.91631 0.81517 -0.96884
C 2.11988 0.06722 -1.80576
C -1.71508 -2.01830 1.08448
C -4.07763 1.74527 3.47113
H -2.18800 1.95031 -1.53340
C 0.97683 2.10101 4.19696
C -2.18786 -2.23032 -0.21755
O 3.51697 -3.57510 1.33981
C -4.22144 2.56357 1.09342
H -1.69781 -2.35229 -2.24842
H -3.87372 -4.04643 2.78098
C 1.93012 2.74255 3.23983
C -3.27614 -3.08477 -0.39939
C 2.71295 -0.23366 -3.01642
W 0.18265 -0.04686 -0.60369
H -2.16997 -0.71463 -1.78241
H -3.27183 1.97172 4.17294
C -2.58377 1.86656 -0.52593
H 2.82593 2.14139 3.07352
H -1.89440 -2.62916 3.12949
C 0.76048 2.79131 5.41614
C 4.01109 0.16738 -3.32578
Cl 5.04165 2.15736 0.00910
H -0.74542 -0.67165 5.03125
H -5.09349 3.14866 1.37072
H 1.30842 -0.24988 2.54648
Cl 6.37196 1.42023 -2.78491
C 4.19017 1.26909 -1.19536
C -0.53251 1.00351 6.32423
H -1.09724 0.54753 7.12754
H -0.46343 -1.49365 -1.68957
C -0.68814 -0.34897 2.31515
N -0.61628 -1.21011 1.34538
N -1.90917 0.21197 2.74807
*
```

Properties
Highest occupied orbital energy, eV: -1.4
F_max, hartree/bohr: 0.0263

- Among the records above, which one has the lowest F_max?
  C28H22Cl2IrN2O3P

Repeat the second record exactly.
C28H22Cl2IrN2O3P | wB97M-V/def2-TZVPD

Geometry as ORCA input:
```
! wB97M-V def2-TZVPD RIJCOSX def2/J DEFGRID3
* xyz 3 2
C 1.73059 -0.12660 1.73838
H 3.11563 2.60019 -3.16367
Cl 0.90190 3.63209 0.03059
H -1.14721 4.66106 0.76422
C 2.48566 -2.29167 5.19378
Cl 0.38458 5.27530 2.43351
C -0.24203 3.07027 -3.52690
C -2.87075 1.38159 0.37064
H -5.91428 -0.96426 -2.05678
C 0.47219 -1.73018 -1.18753
P -0.39687 -0.20284 -1.16113
H 1.65042 -1.32908 -2.96150
C 1.42475 -2.02837 -2.16815
C 3.57758 -2.13186 4.34313
H 2.77513 -3.51449 -2.90647
C 1.10418 -1.08169 3.70140
C 2.05431 2.42569 -3.04940
H -5.22662 0.76382 -0.44700
C 1.13372 3.27719 -3.65853
C -0.12485 5.00730 0.81965
H -4.20701 -2.39102 -3.14599
C 1.73265 -4.18533 -1.15510
H -1.85043 2.11350 2.68982
H -3.73338 1.82455 0.86119
Ir 0.18582 1.30339 0.40707
H 2.32271 0.71274 -1.80165
C -3.12621 0.38309 -0.65510
H -0.93880 3.72849 -4.02820
H 0.09652 5.84313 0.16489
H 2.61633 -2.83464 6.12076
C 1.60981 1.36053 -2.29675
N -1.73087 1.76521 0.81461
H -1.82480 -2.06375 -2.64658
C -2.15462 -0.42703 -1.29032
H -1.77206 1.82124 -2.71693
C 1.22644 -1.76124 4.88842
C -2.55846 -1.42570 -2.16911
H 0.38847 -1.87864 5.56260
O -1.19354 -0.18170 3.56333
C 3.46118 -1.43469 3.14433
C 2.21283 -0.91989 2.83476
H 1.49124 4.11023 -4.25104
H 4.31120 -1.29556 2.49024
H 0.52512 -4.62546 0.56877
C -3.91100 -1.61471 -2.45301
O 2.16102 0.41841 0.68725
C 2.04996 -3.26427 -2.14426
C -4.47159 0.16621 -0.94297
C -0.70769 2.00835 -2.78649
C 0.77794 -3.89097 -0.18378
C -4.86335 -0.81773 -1.84630
C -0.09337 -0.37871 3.15503
H -0.62495 -2.44491 0.54147
N 0.38935 0.15170 1.90423
C 0.21460 1.13464 -2.15977
H 2.22092 -5.15103 -1.14802
C 0.13926 -2.66615 -0.19692
O -1.79330 2.66419 1.88514
H 4.53401 -2.54991 4.62613
*
```

Properties
Highest occupied orbital energy (spin up / spin down), eV: -17.8 / -17.9
F_max, hartree/bohr: 0.0095